{
  "formula": "C3H7N3O2",
  "method": "wB97M-V/def2-TZVPD",
  "species": ["H", "N", "C", "C", "O", "N", "N", "C", "O", "H", "H", "H", "H", "H", "H"],
  "positions_angstrom": [[0.501, 1.988, 1.306], [1.122, 1.379, 0.733], [0.531, 0.434, 0.068], [1.485, -0.619, -0.674], [2.827, -0.209, -0.417], [-0.849, 0.103, 0.234], [-1.198, -1.115, 0.878], [-1.816, 0.554, -0.697], [-2.993, 0.313, -0.589], [1.247, -0.601, -1.774], [1.342, -1.646, -0.220], [2.744, 0.600, 0.132], [-1.345, -0.961, 1.891], [-2.187, -1.405, 0.549], [-1.412, 1.184, -1.419]],
  "lowdin_charge": [0.09, 0.16, -0.30, -0.18, -0.11, -0.13, 0.07, -0.28, 0.04, 0.12, 0.13, 0.05, 0.10, 0.12, 0.11],
  "homo_energy_ev": -9.6,
  "homo_lumo_gap_ev": 10.08,
  "charge": 0,
  "mol_weight_da": 117.108,
  "lumo_energy_ev": 0.512,
  "de_lowest_kj_mol": 335.7,
  "smiles": "[H]/N=C(/CO)N(N)C=O",
  "spin_multiplicity": 1
}

---

{
  "formula": "C5H8Br2",
  "method": "wB97M-V/def2-TZVPD",
  "species": ["C", "C", "C", "C", "C", "Br", "Br", "H", "H", "H", "H", "H", "H", "H", "H"],
  "positions_angstrom": [[-1.040, -0.399, 1.018], [-0.478, 0.537, 0.275], [-2.389, -0.143, 1.623], [1.674, 0.095, -2.038], [1.655, -0.014, -0.550], [2.739, 1.311, 0.320], [2.002, -1.741, 0.083], [-0.446, -1.148, 1.612], [-0.750, 1.316, -0.433], [-2.738, 0.746, 1.357], [-2.344, 0.064, 2.681], [-2.931, -1.012, 1.502], [1.276, 1.058, -2.460], [2.680, -0.007, -2.467], [1.090, -0.662, -2.522]],
  "lowdin_charge": [-0.23, 0.06, -0.10, -0.28, -1.27, 0.60, 0.68, 0.09, 0.07, 0.03, 0.08, 0.06, 0.09, 0.07, 0.06],
  "homo_energy_ev": -8.4,
  "homo_lumo_gap_ev": 8.74,
  "charge": 0,
  "mol_weight_da": 227.927,
  "lumo_energy_ev": 0.323,
  "de_lowest_kj_mol": 364.0,
  "spin_multiplicity": 1
}

---

{
  "formula": "C5H8O",
  "method": "wB97M-V/def2-TZVPD",
  "species": ["C", "C", "C", "O", "H", "H", "H", "H", "C", "C", "H", "H", "H", "H"],
  "positions_angstrom": [[1.414, 1.091, -0.556], [1.475, 0.232, 0.378], [0.665, -0.661, 1.051], [0.816, -2.022, 0.882], [0.188, 1.061, -0.934], [2.064, 1.793, -1.050], [0.418, -0.455, 2.091], [1.195, -2.168, 0.005], [-1.193, 0.647, -0.841], [-1.183, -0.228, 0.260], [-1.633, 1.638, -0.723], [-1.283, 0.229, -1.844], [-1.330, -1.292, 0.090], [-1.614, 0.135, 1.192]],
  "lowdin_charge": [0.02, -0.09, -0.31, -0.02, 0.04, 0.06, 0.13, 0.11, -0.14, -0.12, 0.07, 0.08, 0.08, 0.08],
  "homo_energy_ev": -8.8,
  "homo_lumo_gap_ev": 9.69,
  "charge": 0,
  "mol_weight_da": 84.118,
  "lumo_energy_ev": 0.903,
  "de_lowest_kj_mol": 452.9,
  "smiles": "C=C=CO.C=C",
  "spin_multiplicity": 1
}

---

{
  "formula": "C4H6N2",
  "method": "wB97M-V/def2-TZVPD",
  "species": ["N", "C", "C", "C", "C", "N", "H", "H", "H", "H", "H", "H"],
  "positions_angstrom": [[0.583, 0.960, 1.073], [0.347, 0.296, -0.219], [-0.800, 0.876, -0.826], [-0.465, -0.302, 0.887], [1.443, -0.423, -0.830], [2.314, -0.961, -1.366], [1.437, 0.711, 1.565], [0.399, 1.966, 1.018], [-1.028, 0.219, -1.689], [-1.581, -1.566, -0.573], [-1.506, 0.044, 0.975], [-1.144, -1.820, -0.014]],
  "lowdin_charge": [0.09, -0.72, 0.11, -0.03, -0.14, 0.17, 0.15, 0.15, 0.02, 0.08, 0.05, 0.06],
  "homo_energy_ev": -9.2,
  "homo_lumo_gap_ev": 9.55,
  "charge": 0,
  "mol_weight_da": 82.106,
  "lumo_energy_ev": 0.321,
  "de_lowest_kj_mol": 794.3,
  "spin_multiplicity": 1
}

---

{
  "formula": "C19H18F3NO4",
  "method": "wB97M-V/def2-TZVPD",
  "species": ["O", "C", "C", "C", "C", "C", "C", "C", "C", "C", "C", "C", "C", "F", "F", "F", "C", "C", "N", "C", "C", "O", "C", "C", "O", "C", "O", "H", "H", "H", "H", "H", "H", "H", "H", "H", "H", "H", "H", "H", "H", "H", "H", "H", "H"],
  "positions_angstrom": [[1.056, -1.069, 2.117], [0.223, -1.369, 1.008], [-0.170, -2.711, 0.932], [-1.229, -2.980, 0.048], [-1.814, -2.095, -0.733], [-1.312, -0.787, -0.780], [-0.312, -0.427, 0.163], [0.210, 0.891, 0.135], [1.728, 0.918, 0.220], [2.465, 0.481, -0.867], [3.810, 0.527, -0.736], [4.452, 1.124, 0.384], [6.032, 0.991, 0.571], [6.539, 0.155, -0.381], [6.458, 0.508, 1.755], [6.561, 2.242, 0.530], [3.709, 1.740, 1.311], [2.335, 1.617, 1.279], [-0.466, 1.942, 0.911], [-1.204, 1.773, 2.155], [-1.086, 3.073, 2.962], [-1.185, 4.349, 2.210], [-1.502, 4.080, 0.822], [-0.703, 3.081, 0.077], [-2.763, -2.580, -1.607], [-2.682, -3.991, -1.347], [-1.697, -4.222, -0.324], [1.714, -0.522, 1.827], [0.296, -3.501, 1.571], [-1.814, -0.118, -1.476], [-0.010, 1.091, -0.928], [2.030, -0.049, -1.727], [4.363, 0.117, -1.591], [4.058, 2.372, 2.158], [1.726, 2.138, 1.978], [-2.269, 1.488, 1.974], [-0.656, 1.032, 2.924], [-0.201, 3.016, 3.563], [-2.004, 3.110, 3.570], [-1.367, 5.020, 0.303], [-2.572, 3.845, 0.965], [-1.197, 2.808, -0.824], [0.312, 3.521, -0.211], [-2.442, -4.516, -2.217], [-3.607, -4.301, -0.862]],
  "lowdin_charge": [0.07, -0.21, 0.11, -0.22, -0.24, 0.11, -0.16, -0.26, -0.16, -0.02, -0.01, -0.09, -0.51, 0.11, 0.13, 0.12, -0.03, -0.01, -0.12, -0.15, -0.16, -0.15, -0.19, -0.18, 0.04, -0.11, 0.02, 0.01, 0.15, 0.14, 0.14, 0.14, 0.13, 0.15, 0.11, 0.12, 0.17, 0.10, 0.12, 0.12, 0.13, 0.11, 0.15, 0.12, 0.14],
  "homo_energy_ev": -8.2,
  "homo_lumo_gap_ev": 8.73,
  "charge": 0,
  "mol_weight_da": 381.350,
  "lumo_energy_ev": 0.512,
  "de_lowest_kj_mol": 433.1,
  "smiles": "Oc1cc2c(cc1[C@H](c1ccc(C(F)(F)F)cc1)N1CCOCC1)OCO2",
  "spin_multiplicity": 1
}

---

{
  "formula": "C4H8N2O",
  "method": "wB97M-V/def2-TZVPD",
  "species": ["C", "C", "N", "N", "C", "C", "O", "H", "H", "H", "H", "H", "H", "H", "H"],
  "positions_angstrom": [[0.968, -0.196, 1.105], [0.308, 1.174, 0.701], [-0.810, 1.231, -0.312], [-0.638, 0.897, -1.646], [-1.302, 0.013, -0.780], [-0.277, -1.492, -0.407], [0.995, -1.102, 0.017], [2.027, 0.058, 1.211], [0.547, -0.549, 2.011], [0.117, 1.578, 1.710], [1.059, 1.916, 0.328], [0.304, 0.737, -2.070], [-2.400, -0.052, -0.874], [-0.789, -2.207, 0.273], [-0.110, -2.005, -1.268]],
  "lowdin_charge": [-0.19, -0.12, -0.12, 0.00, -0.21, -0.08, -0.16, 0.12, 0.10, 0.11, 0.12, 0.13, 0.12, 0.11, 0.06],
  "homo_energy_ev": -8.2,
  "homo_lumo_gap_ev": 9.19,
  "charge": 0,
  "mol_weight_da": 100.121,
  "lumo_energy_ev": 0.976,
  "de_lowest_kj_mol": 540.9,
  "smiles": "C1CN2N[C@H]2CO1",
  "spin_multiplicity": 1
}